17
Properties=species:S:1:pos:R:3:forces:R:3 method="wB97M-V/def2-TZVPD" e_above_lowest_kj_mol=71.75 e_tot_ev=-19598.8926 orbital_gap_ha=0.3295 homo_ha=-0.3006
C 2.14201 1.43672 1.97988 1.1421 -0.0591 -0.1571
C 0.63398 -0.25168 1.05978 0.0133 -0.8011 0.6651
C -1.29917 0.02251 -1.86306 0.3120 0.4385 0.4347
C -2.04698 -1.26934 -1.96124 -1.0580 0.2721 -0.1113
H 2.43974 2.47400 1.70995 -0.1551 -0.8130 0.0825
H 3.04330 0.76084 2.03742 -0.8527 0.7742 -0.0753
H 1.67571 1.45124 2.94932 -0.0673 0.0108 0.5273
H 0.91170 1.54401 0.21271 0.3750 -0.7080 0.9012
H -0.67106 -1.46787 0.05658 0.1905 0.2594 0.1255
H -1.46536 0.77938 -2.62579 0.0933 -0.0487 0.1449
H -2.70610 -1.28959 -2.86267 0.5532 0.0479 0.7974
H -2.67294 -1.44604 -1.06081 0.2013 0.1856 -0.4501
H -1.37268 -2.10179 -2.01887 0.4668 -0.5724 -0.1406
N 1.20047 0.94393 1.01002 -0.4191 1.0704 -1.4577
N -0.23424 -0.55084 0.04389 -0.1758 -0.0441 -0.1653
N -0.47653 0.35803 -0.93276 -0.5985 -0.3167 -0.8031
S 0.89815 -1.39350 2.26565 -0.0211 0.3041 -0.3182

22
Properties=species:S:1:pos:R:3:forces:R:3 method="wB97M-V/def2-TZVPD" total_charge=+1 e_above_lowest_kj_mol=278.65 e_tot_ev=-9874.2784 orbital_gap_ha=0.2718 homo_ha=-0.4611
C -1.30640 -0.27489 -2.50228 0.4691 0.2906 -0.4514
C -1.70532 -1.39732 -1.59012 -0.6746 -0.5699 -0.1000
C -0.21809 -1.74739 0.30379 -1.2123 0.5034 -0.8177
N -1.28198 -1.22018 -0.20550 0.9790 0.3069 1.5944
H -1.89768 0.59642 -2.33179 -0.3228 0.8201 0.3031
H -0.21907 0.00669 -2.43619 -1.0822 -0.5492 -0.1073
H -1.58659 -0.59328 -3.50896 0.4026 0.0466 -0.0397
H -2.79900 -1.65671 -1.56497 0.9357 0.6514 -0.0714
H -1.22523 -2.29167 -1.92488 0.3594 -0.7079 -0.1337
H -0.03958 -1.74562 1.37238 0.1091 0.5164 -0.0497
H 0.47015 -2.22885 -0.38236 -0.1403 -0.3738 0.1515
H -1.81731 -0.55115 0.37873 0.1550 -0.8148 -0.2225
C 1.85098 0.98174 2.77470 -2.1767 0.6576 1.1822
N 1.23011 1.19409 -0.11494 0.8359 -0.7515 1.7164
C 0.51903 1.79971 0.92903 0.0819 -0.7468 2.9799
N 0.64610 1.65002 2.22787 0.2212 0.7653 -2.8305
H 1.80881 1.17159 3.90657 0.3388 -0.6735 -1.7778
H 2.74638 1.37503 2.35768 0.9351 0.4100 -0.2762
H 1.75517 -0.05689 2.50089 0.3865 -0.7589 0.4333
H 1.22634 1.76021 -0.92281 0.2788 0.4781 -1.0744
H 2.16598 0.81935 0.13649 -0.9408 0.6254 -0.3514
H -0.32280 2.40908 0.59666 0.0616 -0.1252 -0.0572

6
Properties=species:S:1:pos:R:3:forces:R:3 method="wB97M-V/def2-TZVPD" total_charge=+1 e_above_lowest_kj_mol=0.00 e_tot_ev=-40808.9338 orbital_gap_ha="0.2617 / 0.2083" homo_ha="-0.4820 / -0.4968"
C -2.42258 0.21285 -0.00251 -0.7914 0.2654 -0.1706
C -1.47732 -0.61174 0.05397 2.2774 -0.1087 0.3738
O -0.13797 -0.83764 0.08753 -1.0486 -1.2369 -0.1230
C 0.72310 0.23731 0.06266 -0.9800 2.2420 -0.5502
O 0.23160 1.34735 -0.04601 1.9651 -1.5780 0.2894
Lu 3.08316 -0.34814 -0.15564 -1.4224 0.4161 0.1805

13
Properties=species:S:1:pos:R:3:forces:R:3 method="wB97M-V/def2-TZVPD" e_above_lowest_kj_mol=324.95 e_tot_ev=-30123.2775 orbital_gap_ha="0.2671 / 0.2857" homo_ha="-0.2813 / -0.3014"
C 0.76090 2.03826 -0.83545 -1.5749 1.3737 0.7893
C 1.59640 0.88723 -0.49560 1.7803 -1.8280 -2.0369
O -1.62441 -0.42034 1.48442 2.7412 0.5390 1.3682
O -0.87171 -2.84723 1.19133 0.5105 0.6737 0.6481
O -1.10624 -1.30569 -0.75770 0.4963 0.3492 -2.1059
P -0.63008 -1.32261 0.61397 -1.5872 -1.2665 0.7761
Cl 1.29368 -0.03674 0.86213 0.7597 0.6378 -0.4763
H -0.24539 1.58776 -0.91951 -0.1784 0.6134 -0.2069
H 0.97593 2.53782 -1.81272 0.1865 -0.6685 0.8921
H 0.69314 2.83649 -0.01423 0.2330 -1.1144 -1.1180
H 1.91229 0.21587 -1.40303 -0.3864 1.3066 2.0044
H -2.48491 -0.69436 1.31200 -2.8491 -0.6315 -0.4651
H -0.26961 -3.47645 0.77438 -0.1314 0.0157 -0.0692

94
Properties=species:S:1:pos:R:3:forces:R:3 method="wB97M-V/def2-TZVPD" total_charge=+3 e_above_lowest_kj_mol=70.70 e_tot_ev=-238536.6934 orbital_gap_ha=0.2551 homo_ha=-0.6062
Hf 1.48494 0.14949 0.74642 -0.6542 -0.2230 0.2004
Br -0.93292 -2.27312 4.46063 -0.0127 0.0162 0.0417
C 0.67096 -3.19986 4.02467 -0.0621 0.0452 -0.1128
Br 1.41221 -2.64901 2.28673 0.1947 0.0206 0.0803
H 0.46988 -4.25867 3.91187 0.0009 0.0213 0.0005
H 1.44066 -3.00457 4.76091 -0.0146 0.0199 -0.0229
O 4.65366 0.73144 0.13439 0.1363 -0.1964 0.0525
C 4.07229 -0.28982 -0.08225 0.1678 0.1834 -0.1004
O 3.19561 -0.81780 0.84290 -0.2442 0.3953 -0.0231
C 3.98396 -1.00657 -1.39919 -0.0257 -0.0451 -0.0057
P 2.16394 -1.08304 -1.74294 0.0645 0.1665 -0.0174
C 1.91834 -0.58186 -3.46174 -0.0311 -0.0221 0.0123
C 0.63134 -0.29211 -3.92771 0.0091 -0.0011 -0.0232
C 0.42174 0.02662 -5.25925 0.0038 0.0069 0.0005
C 1.49342 0.06175 -6.14190 -0.0021 -0.0011 0.0020
C 2.76919 -0.24519 -5.69429 0.0056 0.0000 0.0010
C 2.98412 -0.57284 -4.36373 -0.0053 0.0363 0.0167
C 1.69301 -2.83078 -1.60115 -0.0750 0.0199 -0.0521
C 2.39489 -3.71268 -0.77908 -0.0119 0.0081 0.0104
C 2.02342 -5.04766 -0.72166 0.0069 -0.0003 0.0148
C 0.95235 -5.50772 -1.47479 -0.0069 0.0148 -0.0111
C 0.24416 -4.62974 -2.28580 0.0096 -0.0190 0.0137
C 0.60571 -3.29400 -2.34701 0.0252 0.0052 0.0009
H 4.39779 -2.01420 -1.34466 0.0010 0.0032 0.0062
H 4.52324 -0.43752 -2.15123 -0.0047 0.0043 0.0254
H -0.22983 -0.36343 -3.27578 -0.0047 0.0085 0.0209
H -0.57924 0.23483 -5.61253 -0.0077 0.0011 -0.0027
H 1.32995 0.31170 -7.18116 0.0006 0.0018 -0.0093
H 3.60208 -0.24258 -6.38380 0.0071 -0.0017 -0.0031
H 3.98522 -0.83649 -4.05406 0.0100 -0.0058 -0.0187
H 3.24014 -3.38065 -0.18939 0.0138 0.0051 0.0055
H 2.58727 -5.73332 -0.10357 0.0036 -0.0045 0.0063
H 0.68001 -6.55418 -1.44411 -0.0001 -0.0065 -0.0007
H -0.57649 -4.98969 -2.89217 -0.0079 -0.0034 -0.0038
H 0.06523 -2.63322 -3.01260 -0.0037 -0.0167 0.0060
N 3.28555 3.98330 0.91311 -0.0579 0.0387 0.0290
C 3.33287 3.94750 -0.46102 -0.0214 -0.0474 -0.0266
C 2.61376 2.85989 -0.83769 0.0089 0.0639 0.0007
N 2.11290 2.24434 0.29211 0.3774 -0.2490 0.0349
C 2.55231 2.95329 1.33585 0.0765 -0.0134 -0.0874
C 2.27613 2.42950 2.65744 -0.0975 0.0327 0.0301
N 1.72235 1.21983 2.72083 0.1448 -0.0576 -0.0039
C 1.62932 0.90013 4.06142 0.0445 -0.0304 0.0461
C 2.10143 1.94163 4.79240 0.0002 -0.0533 0.0046
N 2.49822 2.89957 3.88647 0.1094 0.0367 -0.0629
H 3.75733 4.67062 1.48469 -0.0186 0.0041 -0.0033
H 3.85837 4.68881 -1.03709 0.0095 0.0106 -0.0065
H 2.42339 2.49013 -1.82993 0.0092 -0.0075 -0.0042
H 1.24751 -0.04819 4.39947 -0.0428 0.0135 -0.0019
H 2.20031 2.08440 5.85440 -0.0081 0.0023 0.0158
H 2.90626 3.79024 4.13514 -0.0011 -0.0024 -0.0089
F -4.99868 3.31537 5.53976 0.0060 -0.0055 -0.0010
C -5.08547 1.97923 5.47301 0.0113 0.0171 -0.0026
F -6.34575 1.65552 5.19506 -0.0017 -0.0085 -0.0096
F -4.77447 1.48764 6.67642 0.0081 -0.0069 0.0063
C -4.12801 1.45768 4.41908 -0.0272 0.0079 0.0213
C -4.59532 1.08864 3.16692 0.0189 0.0083 0.0272
C -3.69782 0.64930 2.20741 0.0303 -0.0582 -0.0272
C -2.33523 0.58123 2.50393 -0.2564 -0.0660 -0.0297
C -1.87765 0.94908 3.76584 0.0136 0.0550 -0.0440
C -2.77470 1.38940 4.72325 -0.0154 0.0057 -0.0053
P -1.24110 0.08757 1.16375 0.2025 -0.1300 0.0351
C -1.01650 1.58660 0.16053 -0.0038 -0.0497 -0.0353
C -0.57140 1.44626 -1.15998 0.0125 -0.0421 0.0178
C -0.32531 2.56288 -1.94466 0.0028 0.0203 0.0101
C -0.48765 3.82616 -1.39597 0.0047 -0.0026 -0.0329
C -0.90242 3.98111 -0.07813 0.0028 -0.0271 0.0031
C -1.16461 2.86518 0.70264 0.0049 0.0213 0.0100
C -0.18679 5.02957 -2.26659 0.0060 -0.0010 0.0030
F -0.81462 4.93922 -3.43553 -0.0039 -0.0016 -0.0071
F -0.52774 6.16895 -1.67530 -0.0037 0.0049 0.0130
F 1.14070 5.07546 -2.51939 -0.0008 0.0025 -0.0117
C -2.03492 -1.14380 0.10902 -0.0810 0.0658 -0.0627
C -1.84266 -2.48502 0.43116 0.0433 -0.0168 0.0333
C -2.41214 -3.48023 -0.34926 0.0096 0.0106 0.0038
C -3.15746 -3.12833 -1.45945 -0.0186 0.0248 -0.0162
C -3.39205 -1.79106 -1.76859 -0.0215 -0.0197 0.0166
C -2.84004 -0.79729 -0.98304 0.0264 0.0025 0.0181
C -3.69623 -4.18672 -2.39698 0.0431 -0.0368 -0.0201
F -4.99913 -4.03326 -2.61090 -0.0187 0.0211 0.0007
F -3.06646 -4.08400 -3.58556 -0.0065 0.0018 0.0109
F -3.47858 -5.41834 -1.93130 -0.0086 0.0114 0.0138
H -5.65258 1.13695 2.94612 -0.0048 -0.0031 -0.0044
H -4.06654 0.34888 1.23425 -0.0196 0.0043 0.0186
H -0.82931 0.88749 4.00813 0.0474 0.0041 0.0212
H -2.43225 1.66954 5.71056 0.0103 0.0004 0.0057
H -0.50954 0.46134 -1.60232 -0.0349 -0.0055 -0.0019
H -0.02853 2.44670 -2.98026 0.0014 0.0026 -0.0195
H -1.04999 4.97458 0.32414 -0.0056 0.0040 0.0065
H -1.52113 2.98942 1.71788 -0.0144 0.0016 0.0008
H -1.25392 -2.76136 1.29543 0.0026 -0.0019 -0.0050
H -2.26102 -4.52152 -0.10226 0.0000 -0.0055 -0.0025
H -4.01408 -1.53430 -2.61628 0.0002 0.0052 -0.0150
H -3.04117 0.23977 -1.22104 0.0194 0.0070 -0.0094

40
Properties=species:S:1:pos:R:3:forces:R:3 method="wB97M-V/def2-TZVPD" total_charge=+1 e_tot_ev=-53030.2153 orbital_gap_ha=0.2212 homo_ha=-0.3808
C -3.93420 -0.02238 1.01851 0.6342 0.6348 0.0285
C -2.42896 -0.02595 0.77721 -0.0698 -0.7813 -0.3748
P -2.09136 0.01516 -1.04651 -0.1135 1.0770 -0.2078
C -3.00851 -1.43709 -1.70658 0.4435 0.0499 0.2559
Si 0.08424 -0.48568 -1.15620 -0.2311 -0.4347 -0.1968
C 0.70541 -0.28721 -2.93088 -0.2224 -0.4215 -0.1528
C 1.82884 -1.21329 -3.23425 2.2234 -0.2905 1.9955
O 2.76852 -1.45804 -2.49061 -2.0741 0.4817 -1.7556
F 1.73606 -1.78381 -4.43124 0.1053 -0.1347 -0.0765
C 1.11098 0.40428 0.15075 -0.1978 0.1860 -0.6551
C 1.64121 1.79196 -0.14248 0.1384 -0.4087 0.9669
O 2.24141 2.29661 1.06018 -0.0461 0.4368 0.6293
C 0.58557 2.81295 -0.51563 0.9110 0.5644 0.1775
F 1.02885 4.05349 -0.26703 -0.1276 0.0066 -0.0962
F -0.53187 2.63892 0.17524 -0.5918 -0.0509 0.2876
F 0.31162 2.73581 -1.81164 -0.3251 -0.1833 -0.5466
P 0.31245 -2.65766 -0.53876 1.0487 -0.2141 1.1901
N 1.12426 -2.68637 0.84919 -0.5176 0.3793 -0.4008
H -4.36696 0.79928 0.46367 -0.3533 0.1184 -0.2475
H -4.10606 0.19197 2.06093 -0.3039 -0.2026 0.4270
H -4.38965 -0.95204 0.72903 -0.2904 -0.3300 -0.0304
H -1.98054 -0.90075 1.23430 0.1111 -0.3368 0.1916
H -1.97553 0.82783 1.24969 0.2134 0.5161 -0.0156
H -4.04982 -1.16908 -1.77107 -0.3963 0.1317 0.0210
H -2.68105 -1.65250 -2.71233 0.1728 -0.0535 -0.3617
H -2.91001 -2.32854 -1.10784 0.0031 -0.3643 0.2127
H 1.02992 0.71219 -3.19214 0.0649 0.3818 0.1449
H -0.11849 -0.50945 -3.59910 -0.2418 0.0089 -0.2180
H 0.51733 0.43724 1.05325 -0.3062 0.0436 0.2968
H 1.95714 -0.23404 0.36906 0.2604 -0.4125 -0.0414
H 2.42240 1.76308 -0.88392 0.0467 0.1157 -0.6762
H 2.81820 1.60164 1.36800 0.4144 -0.3786 -0.3067
H -0.96201 -3.23994 -0.39520 -0.0590 0.0483 -0.4735
H 0.93269 -3.40659 -1.57042 -0.3501 0.0009 -0.1246
H 0.54327 -3.15920 1.52963 0.1976 -0.2531 0.2457
N 2.76856 1.30455 4.28348 0.0011 0.0861 -0.0979
H 2.59679 1.93113 3.48568 -0.1240 0.0087 -0.0076
H 2.90685 0.34754 3.94727 -0.0306 -0.0232 -0.0085
H 3.60180 1.61430 4.78902 0.0019 -0.0033 0.0077
H 1.96063 1.32970 4.90974 -0.0195 0.0013 -0.0062